Record 1
13 unconnected molecules or ions with the total composition C46H128N10O16 at a distorted geometry, computed with wB97M-V/def2-TZVPD.

Last column: Löwdin charge in e.
Positions of all 200 atoms, in Å:
C (1.081, 2.100, -2.115)  -0.230
C (-0.024, 1.290, -1.496)  -0.247
O (0.450, -0.002, -1.433)  -0.080
O (2.242, 1.844, -1.338)  -0.105
H (0.861, 3.133, -1.924)  0.085
H (1.303, 1.980, -3.177)  0.107
H (-0.930, 1.337, -2.089)  0.109
H (-0.208, 1.715, -0.519)  0.107
H (0.621, -0.299, -0.553)  0.033
H (2.390, 0.861, -1.435)  0.101
C (-3.604, -2.048, -4.618)  -0.276
C (-2.986, -3.369, -4.654)  -0.272
O (-1.649, -3.345, -4.198)  -0.099
O (-3.805, -1.606, -3.291)  -0.101
H (-4.623, -2.043, -5.095)  0.133
H (-2.992, -1.313, -5.194)  0.110
H (-3.094, -3.750, -5.637)  0.099
H (-3.536, -4.038, -4.018)  0.116
H (-1.124, -2.656, -4.673)  0.043
H (-2.913, -1.543, -2.870)  0.044
C (2.471, 4.279, 2.089)  -0.249
C (2.840, 5.673, 2.418)  -0.282
O (4.235, 5.858, 2.350)  -0.046
O (3.145, 3.341, 2.954)  -0.088
H (2.795, 4.054, 1.047)  0.122
H (1.367, 4.098, 2.183)  0.106
H (2.402, 5.954, 3.365)  0.109
H (2.402, 6.355, 1.641)  0.128
H (4.612, 5.132, 2.845)  0.075
H (2.827, 3.537, 3.850)  0.066
C (3.864, -4.143, 2.812)  -0.037
C (2.799, -4.612, 3.855)  -0.426
C (1.735, -5.394, 3.138)  -0.225
O (1.098, -4.567, 2.175)  -0.195
C (-0.015, -5.173, 1.521)  -0.108
N (3.371, -5.538, 4.832)  0.041
H (4.172, -4.897, 2.060)  0.092
H (4.770, -3.864, 3.355)  0.077
H (3.400, -3.303, 2.299)  0.039
H (2.456, -3.678, 4.322)  0.117
H (0.950, -5.718, 3.787)  0.095
H (2.266, -6.207, 2.638)  0.131
H (-0.852, -5.221, 2.226)  0.056
H (0.161, -6.246, 1.204)  0.115
H (-0.370, -4.632, 0.680)  0.046
H (2.732, -5.757, 5.598)  0.076
H (4.125, -5.070, 5.294)  0.059
C (-1.054, 3.358, -4.154)  -0.041
C (-1.122, 4.844, -3.820)  -0.422
C (-0.974, 5.161, -2.301)  -0.236
O (-1.810, 4.289, -1.653)  -0.206
C (-1.934, 4.517, -0.242)  -0.065
N (-0.151, 5.588, -4.610)  0.033
H (-1.557, 2.749, -3.426)  0.058
H (-0.002, 3.125, -4.280)  0.054
H (-1.543, 3.226, -5.146)  0.102
H (-2.122, 5.228, -4.072)  0.131
H (-1.296, 6.185, -2.018)  0.129
H (0.118, 5.069, -2.126)  0.107
H (-2.516, 5.477, -0.059)  0.121
H (-0.995, 4.380, 0.262)  0.079
H (-2.511, 3.675, 0.089)  0.038
H (-0.180, 5.300, -5.588)  0.075
H (-0.358, 6.582, -4.641)  0.074
C (-5.954, 0.023, 3.343)  -0.061
C (-6.242, 1.459, 3.021)  -0.463
C (-6.459, 1.709, 1.553)  -0.240
O (-5.257, 1.570, 0.868)  -0.217
C (-5.148, 2.170, -0.427)  -0.080
N (-7.411, 1.944, 3.769)  0.034
H (-6.783, -0.565, 2.958)  0.078
H (-5.812, -0.246, 4.390)  0.083
H (-5.018, -0.292, 2.832)  0.077
H (-5.337, 2.038, 3.347)  0.142
H (-6.781, 2.770, 1.384)  0.128
H (-7.236, 0.992, 1.195)  0.140
H (-4.093, 2.365, -0.681)  0.076
H (-5.728, 3.101, -0.450)  0.080
H (-5.634, 1.563, -1.231)  0.100
H (-8.153, 1.314, 3.651)  0.040
H (-7.751, 2.920, 3.612)  0.094
C (-2.895, -1.058, 0.254)  -0.030
C (-2.368, -2.420, -0.285)  -0.431
C (-3.565, -3.328, -0.390)  -0.216
O (-3.358, -4.526, -1.066)  -0.164
C (-2.916, -5.661, -0.353)  -0.084
N (-1.792, -2.180, -1.548)  0.067
H (-3.830, -0.646, -0.188)  0.089
H (-2.118, -0.270, 0.121)  0.069
H (-3.001, -1.148, 1.357)  0.058
H (-1.647, -2.802, 0.466)  0.123
H (-4.341, -2.754, -0.960)  0.138
H (-3.914, -3.419, 0.644)  0.119
H (-3.717, -6.313, -0.065)  0.076
H (-2.421, -5.321, 0.528)  0.039
H (-2.196, -6.226, -1.003)  0.111
H (-1.351, -3.030, -1.897)  0.079
H (-1.105, -1.478, -1.481)  0.043
C (3.594, -0.718, 1.024)  -0.022
C (2.300, -0.894, 1.837)  -0.414
C (2.507, -0.829, 3.287)  -0.234
O (1.335, -1.207, 3.984)  -0.217
C (1.441, -0.993, 5.388)  -0.093
N (1.294, 0.090, 1.379)  0.072
H (4.412, -1.259, 1.482)  0.079
H (3.812, 0.349, 1.024)  0.086
H (3.445, -1.055, 0.010)  0.052
H (1.911, -1.902, 1.580)  0.136
H (2.731, 0.223, 3.687)  0.149
H (3.346, -1.394, 3.695)  0.114
H (2.377, -1.391, 5.765)  0.084
H (0.560, -1.578, 5.838)  0.114
H (1.372, 0.046, 5.658)  0.047
H (1.682, 1.054, 1.365)  0.089
H (0.524, 0.196, 2.087)  0.093
C (3.444, 6.734, -1.543)  -0.055
C (4.205, 5.709, -2.316)  -0.476
C (3.419, 4.382, -2.436)  -0.198
O (4.027, 3.365, -3.264)  -0.195
C (5.026, 2.647, -2.552)  -0.105
N (4.553, 6.285, -3.615)  0.027
H (3.996, 7.627, -1.706)  0.064
H (3.406, 6.485, -0.440)  0.083
H (2.442, 6.892, -2.023)  0.093
H (5.166, 5.423, -1.992)  0.116
H (2.482, 4.746, -2.965)  0.119
H (3.114, 3.943, -1.382)  0.132
H (5.228, 1.670, -3.041)  0.096
H (4.613, 2.454, -1.588)  0.059
H (5.977, 3.126, -2.448)  0.073
H (3.706, 6.603, -4.110)  0.076
H (4.872, 5.522, -4.234)  0.076
C (0.076, 2.356, 6.585)  -0.063
C (0.221, 2.555, 5.137)  -0.484
C (-1.040, 2.127, 4.425)  -0.220
O (-0.969, 2.375, 3.061)  -0.174
C (-2.102, 1.935, 2.320)  -0.089
N (0.621, 3.902, 4.837)  0.069
H (0.980, 2.678, 7.112)  0.094
H (0.030, 1.280, 6.763)  0.073
H (-0.743, 2.880, 7.067)  0.089
H (0.969, 1.954, 4.715)  0.102
H (-1.844, 2.719, 4.917)  0.144
H (-1.170, 1.086, 4.662)  0.119
H (-2.445, 0.959, 2.636)  0.077
H (-1.780, 1.893, 1.287)  0.055
H (-2.992, 2.625, 2.246)  0.099
H (0.539, 4.118, 3.835)  0.055
H (0.044, 4.575, 5.298)  0.077
C (-0.700, -0.953, -7.641)  -0.061
C (0.492, -0.860, -6.737)  -0.417
C (0.558, 0.434, -5.909)  -0.249
O (0.698, 1.593, -6.608)  -0.177
C (1.946, 2.196, -6.502)  -0.100
N (0.397, -1.948, -5.690)  0.034
H (-0.503, -0.144, -8.440)  0.109
H (-1.533, -0.646, -7.007)  0.063
H (-0.823, -1.980, -8.096)  0.095
H (1.374, -0.966, -7.301)  0.112
H (1.402, 0.366, -5.230)  0.115
H (-0.334, 0.336, -5.303)  0.122
H (2.131, 2.571, -5.493)  0.075
H (2.000, 3.119, -7.107)  0.096
H (2.677, 1.482, -6.904)  0.098
H (1.190, -1.918, -5.071)  0.028
H (0.347, -2.907, -6.082)  0.099
C (1.882, -3.825, -2.030)  -0.005
C (2.923, -2.703, -2.537)  -0.395
C (4.291, -2.940, -1.785)  -0.194
O (5.079, -1.758, -2.058)  -0.206
C (6.483, -2.041, -2.045)  -0.102
N (2.999, -2.628, -3.948)  0.044
H (0.830, -3.641, -2.073)  0.040
H (2.093, -3.985, -0.995)  0.044
H (2.046, -4.799, -2.544)  0.087
H (2.694, -1.729, -2.166)  0.101
H (4.708, -3.901, -2.117)  0.126
H (4.150, -3.096, -0.735)  0.089
H (6.825, -2.665, -2.900)  0.099
H (6.870, -2.519, -1.142)  0.083
H (6.817, -1.027, -1.982)  0.076
H (3.106, -3.555, -4.368)  0.097
H (3.667, -1.931, -4.212)  0.079
C (-1.874, -2.645, 3.772)  -0.044
C (-1.977, -3.697, 4.837)  -0.404
C (-3.064, -4.703, 4.398)  -0.188
O (-4.301, -3.988, 4.248)  -0.208
C (-5.197, -4.734, 3.473)  -0.115
N (-0.715, -4.394, 5.012)  0.079
H (-2.855, -2.343, 3.407)  0.075
H (-1.372, -3.031, 2.919)  0.056
H (-1.247, -1.831, 4.052)  0.054
H (-2.369, -3.247, 5.774)  0.145
H (-3.139, -5.584, 4.979)  0.108
H (-2.751, -5.061, 3.348)  0.123
H (-6.101, -4.158, 3.390)  0.085
H (-5.344, -5.721, 3.977)  0.094
H (-4.667, -5.036, 2.526)  0.083
H (-0.528, -4.824, 5.864)  0.057
H (0.125, -3.918, 4.754)  0.050

Values from the calculation:
HOMO-LUMO gap (eV): 8.86
E_HOMO (eV): -8.42
DFT total energy (eV): -97430.3621
Relative energy (zero: lowest compared OMol25 entry of this formula, charge and spin) (kJ/mol): 253.7



Record 2
A molecular structure, C46H129N18O10P5 at a distorted geometry, computed with wB97M-V/def2-TZVPD.

Last column: Löwdin charge in e.
Positions of all 208 atoms, in Å:
O (-1.398, 4.152, 3.730)  -0.302
P (0.039, 4.135, 3.262)  0.641
N (0.738, 5.596, 2.971)  -0.289
C (0.020, 6.781, 3.345)  -0.144
C (2.239, 5.884, 3.041)  -0.086
N (0.344, 3.241, 1.728)  -0.192
C (1.701, 2.897, 1.371)  -0.138
C (-0.708, 3.020, 0.674)  -0.085
N (1.008, 3.374, 4.417)  -0.267
C (0.831, 1.901, 4.751)  -0.064
C (1.095, 4.113, 5.642)  -0.163
H (0.422, 7.758, 3.077)  0.086
H (0.049, 7.032, 4.406)  0.074
H (-0.975, 6.476, 3.020)  0.073
H (2.738, 6.396, 3.863)  0.082
H (2.509, 6.486, 2.174)  0.081
H (2.745, 4.922, 2.955)  0.051
H (1.942, 2.028, 1.983)  0.089
H (1.741, 2.421, 0.392)  0.066
H (2.377, 3.751, 1.416)  0.087
H (-1.237, 2.110, 0.959)  0.033
H (-1.478, 3.789, 0.613)  0.018
H (-0.225, 2.831, -0.285)  0.087
H (-0.097, 1.659, 5.269)  0.083
H (0.838, 1.342, 3.815)  0.054
H (1.636, 1.419, 5.304)  0.084
H (1.084, 5.196, 5.517)  0.062
H (1.956, 3.993, 6.300)  0.088
H (0.265, 4.051, 6.345)  0.087
O (-5.641, 1.152, 0.604)  -0.294
P (-4.810, 2.193, 1.294)  0.759
N (-3.566, 2.613, 0.253)  -0.157
C (-2.761, 1.533, -0.388)  -0.119
C (-3.203, 3.978, -0.050)  -0.087
N (-4.054, 1.714, 2.735)  -0.249
C (-2.655, 1.748, 3.047)  -0.124
C (-4.766, 0.798, 3.615)  -0.118
N (-5.638, 3.712, 1.781)  -0.296
C (-5.173, 4.787, 2.610)  -0.130
C (-6.922, 3.965, 1.175)  -0.131
H (-1.802, 1.828, -0.814)  -0.008
H (-3.319, 1.083, -1.209)  0.028
H (-2.565, 0.728, 0.320)  0.065
H (-3.801, 4.726, 0.470)  0.083
H (-3.322, 4.109, -1.125)  0.060
H (-2.158, 4.133, 0.219)  0.003
H (-2.431, 2.560, 3.739)  0.061
H (-2.357, 0.857, 3.600)  0.091
H (-2.072, 1.611, 2.137)  0.039
H (-5.823, 1.058, 3.673)  0.093
H (-4.797, -0.228, 3.249)  0.027
H (-4.360, 0.696, 4.622)  0.104
H (-5.964, 5.367, 3.083)  0.079
H (-4.638, 4.535, 3.525)  0.082
H (-4.621, 5.444, 1.937)  0.062
H (-6.847, 3.837, 0.095)  0.069
H (-7.381, 4.912, 1.462)  0.085
H (-7.604, 3.133, 1.347)  0.071
O (4.710, -1.748, -5.232)  -0.273
P (3.309, -2.148, -5.502)  0.628
N (2.530, -1.141, -6.549)  -0.281
C (2.621, 0.337, -6.405)  -0.093
C (1.493, -1.483, -7.493)  -0.138
N (2.233, -2.179, -4.091)  -0.195
C (0.710, -2.061, -4.111)  -0.060
C (2.697, -2.000, -2.726)  -0.207
N (3.127, -3.756, -6.176)  -0.289
C (4.304, -4.595, -6.146)  -0.157
C (1.898, -4.671, -6.101)  -0.080
H (1.630, 0.762, -6.565)  0.087
H (3.443, 0.872, -6.880)  0.102
H (2.854, 0.470, -5.349)  0.022
H (1.453, -2.557, -7.673)  0.060
H (1.653, -1.035, -8.474)  0.086
H (0.478, -1.172, -7.247)  0.075
H (0.336, -2.039, -5.134)  0.061
H (0.292, -2.903, -3.559)  0.091
H (0.314, -1.208, -3.560)  0.031
H (3.295, -2.858, -2.418)  0.070
H (3.286, -1.091, -2.610)  0.025
H (1.847, -2.105, -2.052)  0.127
H (5.091, -4.070, -5.604)  0.062
H (4.149, -5.442, -5.478)  0.075
H (4.588, -4.916, -7.149)  0.084
H (1.763, -5.095, -5.106)  0.075
H (2.050, -5.528, -6.757)  0.080
H (1.065, -4.028, -6.383)  0.049
O (5.505, -4.902, 1.519)  -0.288
P (5.367, -3.523, 1.083)  0.619
N (4.491, -2.403, 2.114)  -0.231
C (5.132, -2.013, 3.453)  -0.086
C (3.006, -2.548, 2.335)  -0.177
N (4.700, -3.316, -0.515)  -0.232
C (4.434, -4.595, -1.314)  -0.071
C (4.384, -2.020, -1.172)  -0.147
N (6.904, -2.688, 0.898)  -0.296
C (8.002, -3.434, 0.272)  -0.142
C (7.146, -1.213, 0.865)  -0.126
H (4.749, -1.065, 3.831)  0.075
H (6.166, -1.671, 3.405)  0.056
H (4.998, -2.884, 4.094)  0.080
H (2.663, -2.812, 1.334)  0.103
H (2.684, -1.546, 2.616)  0.099
H (2.721, -3.320, 3.049)  0.073
H (4.890, -4.617, -2.303)  0.075
H (4.746, -5.425, -0.680)  0.063
H (3.363, -4.610, -1.519)  0.066
H (3.883, -2.130, -2.133)  -0.081
H (3.596, -1.448, -0.683)  0.072
H (5.257, -1.391, -1.346)  0.103
H (8.912, -3.103, 0.774)  0.072
H (7.790, -4.503, 0.276)  0.070
H (8.287, -3.366, -0.777)  0.068
H (8.015, -1.016, 1.493)  0.073
H (6.329, -0.660, 1.328)  0.058
H (7.238, -0.850, -0.158)  0.066
O (-4.624, -3.239, -1.230)  -0.306
P (-4.685, -2.740, 0.174)  0.619
N (-3.532, -1.512, 0.555)  -0.221
C (-2.483, -1.207, -0.493)  -0.130
C (-3.202, -0.984, 1.877)  -0.107
N (-4.361, -3.901, 1.440)  -0.305
C (-3.335, -4.982, 1.334)  -0.092
C (-4.775, -3.699, 2.846)  -0.131
N (-6.185, -1.994, 0.543)  -0.276
C (-6.270, -0.555, 1.030)  -0.185
C (-7.396, -2.820, 0.716)  -0.117
H (-1.650, -0.633, -0.087)  0.058
H (-2.927, -0.396, -1.071)  0.080
H (-2.242, -2.082, -1.097)  0.124
H (-2.490, -0.161, 1.807)  0.051
H (-2.841, -1.841, 2.445)  0.090
H (-4.054, -0.568, 2.414)  0.005
H (-3.629, -5.628, 0.507)  0.070
H (-2.409, -4.502, 1.017)  0.066
H (-3.307, -5.516, 2.284)  0.076
H (-5.643, -4.276, 3.166)  0.075
H (-3.908, -3.692, 3.506)  0.078
H (-5.229, -2.708, 2.843)  0.050
H (-7.135, -0.072, 0.575)  0.094
H (-6.618, -0.610, 2.061)  0.077
H (-5.319, -0.030, 0.942)  -0.032
H (-8.212, -2.335, 0.179)  0.081
H (-7.537, -3.032, 1.775)  0.065
H (-7.168, -3.804, 0.307)  0.069
O (1.812, -1.324, 1.330)  -0.206
C (1.104, -0.649, 0.503)  -0.264
O (0.655, -1.227, -0.641)  0.048
C (-0.268, -0.372, -1.313)  -0.190
C (-0.076, 1.012, -0.796)  -0.172
C (0.478, 0.724, 0.597)  -0.061
H (-1.237, -0.842, -1.141)  0.008
H (-0.086, -0.556, -2.372)  0.088
H (-0.965, 1.632, -0.910)  0.000
H (0.694, 1.529, -1.368)  0.086
H (-0.288, 0.807, 1.368)  0.132
H (1.269, 1.411, 0.899)  0.021
C (2.107, -5.252, 5.602)  -0.082
C (1.754, -3.853, 5.213)  -0.431
C (0.382, -3.724, 4.378)  -0.137
O (0.274, -2.336, 3.960)  -0.181
C (0.589, -2.053, 2.552)  -0.119
N (1.742, -3.142, 6.521)  0.039
H (3.156, -5.289, 5.895)  0.080
H (2.141, -5.801, 4.662)  0.081
H (1.454, -5.563, 6.417)  0.080
H (2.548, -3.458, 4.580)  0.088
H (-0.428, -3.940, 5.076)  0.109
H (0.285, -4.322, 3.472)  0.118
H (1.239, -1.180, 2.497)  0.043
H (-0.221, -1.909, 1.836)  0.115
H (1.318, -2.798, 2.232)  0.069
H (1.582, -2.169, 6.300)  0.057
H (0.985, -3.554, 7.048)  0.059
C (1.153, 3.902, -4.652)  -0.032
C (1.116, 2.772, -3.656)  -0.472
C (1.819, 1.498, -4.047)  -0.184
O (1.784, 0.455, -3.039)  -0.184
C (2.947, 0.492, -2.146)  -0.071
N (1.578, 3.326, -2.419)  0.076
H (0.633, 3.600, -5.562)  0.089
H (2.123, 4.257, -4.999)  0.086
H (0.781, 4.860, -4.289)  0.082
H (0.137, 2.342, -3.444)  0.078
H (2.839, 1.734, -4.353)  0.122
H (1.344, 1.029, -4.909)  0.097
H (3.145, -0.479, -1.691)  0.013
H (3.012, 1.168, -1.293)  0.110
H (3.745, 0.694, -2.860)  0.128
H (1.646, 2.497, -1.845)  0.014
H (2.532, 3.403, -2.741)  0.094
C (-3.458, 0.802, -4.240)  -0.025
C (-3.233, 1.723, -3.001)  -0.386
C (-1.750, 2.027, -2.817)  -0.116
O (-1.709, 3.041, -1.765)  -0.362
C (-1.369, 4.319, -2.267)  -0.048
N (-4.103, 2.880, -3.056)  0.090
H (-3.493, 1.331, -5.192)  0.075
H (-4.469, 0.418, -4.107)  0.076
H (-2.883, -0.123, -4.287)  0.072
H (-3.561, 1.226, -2.088)  0.050
H (-1.277, 2.301, -3.760)  0.128
H (-1.103, 1.170, -2.629)  0.116
H (-2.060, 4.651, -3.042)  0.116
H (-0.337, 4.214, -2.602)  0.049
H (-1.207, 4.967, -1.406)  0.113
H (-5.074, 2.742, -2.814)  0.094
H (-3.806, 3.602, -2.415)  0.025

Values from the calculation:
HOMO-LUMO gap (eV): 7.74
E_HOMO (eV): -7.53
DFT total energy (eV): -143499.1632